Entry 1:
Formula: C28H79FN22O15SSi2
Source: OMol25
Level of theory: wB97M-V/def2-TZVPD

```
! wB97M-V def2-TZVPD RIJCOSX def2/J DEFGRID3
* xyz 0 1
O 2.1055 -1.0321 -1.9839
H 9.7205 -0.5856 7.5679
N 4.8899 3.9522 2.2554
H 5.7359 -0.2055 -3.1331
H -2.3435 -5.5886 -1.9421
N -9.5039 5.9068 1.1324
N -6.1970 1.5897 2.1143
H -3.0459 -9.4937 -0.7802
H 1.3617 -7.6848 5.8434
H 1.5459 7.4686 3.1662
N -4.9858 7.5667 0.3713
Si 1.0153 -1.7751 -2.9920
H 3.0125 -3.4142 2.3736
H -3.5058 -7.5739 -2.3219
O -3.7987 9.3258 -0.4363
C -0.2138 -5.7702 -2.1708
H -9.3433 3.4723 1.8084
H -6.2773 -2.0169 -2.2891
H 5.2272 -2.3265 1.8029
H -0.4107 -5.6896 -3.2388
C -1.5140 -5.9524 -1.3379
H -3.7038 0.1830 0.9848
N 2.9243 2.8603 -4.5542
O -7.2974 5.6250 0.6823
H 4.1222 3.3912 -7.4855
H -2.9396 -0.0241 -3.5455
H 5.6439 1.3773 4.0260
C 4.7289 3.0046 3.2313
H -4.1656 6.9918 0.3419
C -4.8532 8.8566 -0.0415
C 5.6609 -0.7966 3.1825
H -0.6957 -0.1066 -2.8501
N 1.0885 4.3157 3.4717
N 5.7376 2.0942 3.3313
H 1.1294 6.5794 4.5880
C -1.8524 -1.8141 -3.3121
H -4.9365 2.5475 -4.1161
N 6.9259 -1.2704 3.3716
H 2.4609 -6.0363 -0.9187
O -4.7014 2.3894 3.6215
O -1.4875 1.2273 0.1731
N -0.7821 3.3414 0.6508
N 2.1787 -7.9517 5.3295
Si 0.8282 -4.2865 -1.6770
H 3.0731 3.1187 -3.5972
H 2.1783 2.2272 -4.7775
H 0.9912 -5.9804 4.2658
H 0.8754 4.2623 4.4483
H 5.1468 -0.9012 -0.7942
H -0.8661 -1.1650 -1.4770
N 10.9173 -0.9988 4.6165
O 1.1688 -3.4440 -3.0672
H 2.7886 2.3868 -7.0383
C 4.9381 0.3005 -2.5995
H -2.4368 -0.7118 0.1112
H -2.3656 -7.4878 -0.1046
O 5.2313 0.1885 3.7564
O 4.6678 4.1653 -5.1889
C 2.4526 -4.9485 -0.9218
H 3.9641 -1.1907 2.1261
N 1.8156 -6.2780 3.7808
H 2.6219 -1.5374 -5.3197
H 3.3964 -2.3671 -1.1398
C -2.5921 -8.1309 -2.1045
N -4.4560 3.0163 -4.8614
C -5.2138 -1.9991 -2.0336
H -1.9787 -8.2337 -2.9989
H 6.5481 2.0936 2.7437
H 5.2990 1.2432 -2.1939
N -6.0057 9.6000 0.0186
F 0.1472 -3.4072 -0.5354
C 10.0156 -0.5949 5.5610
O 1.6354 5.5116 1.6277
H -10.3832 5.5479 1.4503
C 3.4177 -1.6117 -1.9269
H 7.2855 -2.0800 2.9041
O 8.9745 -0.0278 5.2716
H -6.8822 9.2368 0.3382
C -0.6702 -1.1599 -2.5486
N 1.3419 6.5929 3.6097
C -4.4437 -1.5512 -3.2869
C -0.6272 2.0944 0.1321
C 2.5725 -4.5101 0.4629
S 1.4119 -1.0444 -4.9937
H -5.5970 1.8732 1.3594
H 1.1038 3.4717 2.9299
H 4.1579 4.6335 2.1495
H 10.6927 -0.8085 3.6579
H -3.0726 3.9344 -6.7797
N 3.5232 3.0153 -6.7754
C -4.3436 -1.6991 0.1128
H -2.0111 -2.8655 -3.0554
H -7.4870 0.9790 4.2140
H -2.9736 -1.2238 1.6898
C -3.0732 -0.9399 -2.9739
H -7.0657 1.1373 1.9012
N -8.4827 3.8701 1.4853
H -0.8325 -7.9740 -0.9012
N -2.8645 2.9865 -6.5316
H 4.1141 0.5449 -3.2706
H 3.3106 -4.5975 -1.4877
H -2.1543 2.4939 -7.0391
H 2.7310 -8.7214 5.6564
H 3.7559 -2.0289 -2.8781
H -3.8231 -2.6224 -0.1512
C 1.3714 5.4729 2.8273
H -5.0306 -0.7423 -3.7277
N 10.3622 -0.8699 6.8515
N -6.6105 1.4329 4.3836
C -1.7718 -7.4410 -1.0215
H 2.0939 -5.7911 2.9457
C 3.7676 3.4009 -5.4835
H 0.3966 -6.6644 -2.0424
H 0.7604 0.9628 -0.8353
C -3.4968 2.3080 -5.5268
O 3.7426 2.9785 3.9506
H -6.3235 1.6018 5.3291
H 11.2108 -1.3332 7.1131
H 5.6856 3.9940 1.6489
C 2.5996 -7.3209 4.1874
H 1.3214 2.5621 -0.4853
H 11.7773 -1.4651 4.8318
N 4.8995 -1.5143 2.2906
H -1.6264 -1.7643 -4.3782
H -4.9411 -3.0271 -1.7813
O -5.0301 -1.0956 -0.9728
O -2.9241 -9.4620 -1.7318
H -2.9485 -0.6983 -1.9223
H -5.8508 7.1670 0.6965
H -4.6961 3.9651 -5.0748
C 2.7421 -4.0424 1.5701
H 7.5215 -0.7728 4.0188
H -1.6568 3.5557 1.0926
H -7.6571 3.2943 1.4567
H -1.4626 -5.4291 -0.3871
N 0.5953 1.8714 -0.4428
C -5.7598 1.8433 3.3910
O 3.5981 -7.6670 3.5830
H -0.0617 4.0448 0.6181
H -9.4470 6.8623 0.8359
H -5.0892 -1.9496 0.8801
C -8.3575 5.1639 1.0748
H 3.7530 0.1403 -0.8181
C 4.3609 -0.5135 -1.4412
H -5.9499 10.5557 -0.2770
H -4.3941 -2.3284 -4.0492
O -3.2229 1.1540 -5.2436
C -3.3033 -0.7942 0.7421
*
```

As for the calculated total energy: -4525.109435 hartree. The value obtained for the energy relative to the best compared isomer or geometry (same formula, charge and spin) is 0.0 kcal per mole. The max |F| comes out at 7.201 eV Å⁻¹. The calculation puts the LUMO energy at 0.2 eV. As for the HOMO-LUMO gap: 0.2929 Eh.

***

Entry 2:
Formula: C28H79N5O9
Source: OMol25
Level of theory: wB97M-V/def2-TZVPD

```
! wB97M-V def2-TZVPD RIJCOSX def2/J DEFGRID3
* xyz 0 1
H 1.0951 3.3600 4.6834
H 0.7626 -2.9845 -5.8519
H 0.3236 3.5635 -4.7561
O -0.5232 -1.5883 -1.6664
H -3.1460 -1.0364 2.6482
O 0.9432 -4.3626 1.3139
H -2.5030 -1.5468 -0.8048
H -3.2971 -5.8892 1.5768
H -1.4226 -1.4475 4.2198
H -1.7571 2.8366 0.6094
C 1.1472 3.3413 -4.0668
H 1.8259 -3.1860 5.1432
H 0.2374 -2.9318 2.4904
H -5.0973 0.9135 -2.2997
C 1.0155 0.8163 -1.0566
H 2.9315 6.4897 -2.6273
C -2.4848 -0.2718 3.0784
H -0.7962 -2.4002 -5.3479
O -4.3840 -3.4662 1.4773
H 1.2570 -1.8184 4.2251
C 0.1818 -1.4848 -0.4147
H 1.9791 0.2949 -1.2099
H 0.4506 -4.4417 3.3332
H -1.5976 -5.4444 1.7106
H 1.8685 -1.1010 -4.6634
H 0.3485 -0.1224 1.9811
H 3.6364 3.7680 -3.7223
C -2.6178 -5.1190 1.9151
H 5.4623 6.5008 -2.1319
H -1.0824 4.4305 0.1297
H -4.6083 -3.7323 2.3659
C 4.8784 -2.4373 -0.9437
C 3.9918 -3.6679 -1.1806
H -6.5631 0.3338 -1.4252
C 1.5788 2.7724 3.8819
C -5.0393 1.2081 -0.1782
H 1.2122 -1.8647 -0.6044
H 2.6558 -1.4065 2.0389
H 2.9186 -1.9140 4.5867
H -0.0589 -2.8520 -3.1383
H -4.8937 -2.7772 -2.0505
H -5.0726 3.0942 -1.1244
H 3.0353 3.9613 -2.0403
O -4.8924 -0.9214 -1.2654
H 3.1986 5.1336 2.2639
O 4.6704 -4.6496 -1.9790
C 1.4910 -5.6323 1.2215
H 1.0640 1.1991 1.3620
C -5.4147 -1.8284 -2.2189
H 1.1909 1.8506 -0.7242
H -0.1979 -2.1071 0.3848
O -1.2740 -0.8733 3.4782
C -5.4592 0.3825 -1.4051
H -5.5461 3.0727 0.4029
H -3.3959 -0.2832 5.0676
C 3.0297 4.4019 -3.0595
H 3.4670 6.2397 -5.1599
C 2.2624 -3.2674 3.0063
H -6.4884 -1.9752 -2.1081
H 2.5917 5.2701 3.8118
H -4.0976 0.9885 4.0862
C 4.2279 6.2294 -4.3767
H -5.4293 -0.2983 1.4031
C 0.9002 -3.7911 2.5615
O 0.3994 -3.2540 -3.9025
H -2.0921 -0.2214 -1.8922
H 0.4271 0.8865 -1.9631
O -0.1058 3.2934 1.5770
H 4.5202 -4.4396 -2.8999
C -1.2726 3.7441 0.9623
H -2.2258 0.4349 2.2862
C -1.9229 -1.2808 -1.6885
H 3.0578 -2.7117 1.1257
H 2.9385 -4.1174 3.1943
H -1.9749 4.2055 1.6661
H 0.2819 5.0399 2.6408
H -5.1818 -1.5580 -3.2623
H 5.7850 -2.6801 -0.4134
H -2.7193 -5.0795 3.0175
H 1.8921 2.6984 -4.5682
H 2.4819 2.9684 1.9581
H 5.2201 -1.8999 -1.8497
H 0.6044 -0.3934 -5.7391
H 4.6547 7.2336 -4.3034
H 0.3923 -0.5189 -4.0010
H -5.3734 1.3547 1.9831
H 3.0635 -3.3860 -1.6702
H -2.4861 1.1863 4.7148
H 2.4478 -5.7271 1.7377
H 1.2155 4.8355 1.1320
O 1.7293 4.5333 -3.6180
N -5.5570 2.5350 -0.4438
C 0.2399 -2.4100 -5.0678
C -5.6867 0.7409 1.1394
H -2.8259 -3.9198 0.1916
C 0.2896 0.0223 -0.0404
C -2.9980 -3.7813 1.2726
N 2.9426 4.6389 3.1000
H 3.7659 -4.1124 -0.1961
H -3.9543 1.1516 -0.0817
C 0.8009 -1.0166 -4.8819
H -2.3398 -2.9665 1.6353
C 2.0752 -2.5337 4.3029
H 4.3082 -1.7369 -0.3237
H 2.4167 2.2511 4.3180
N 2.8840 -2.3690 2.0518
H -6.7698 0.8454 1.0045
H -2.3430 -1.8381 -2.5325
H 0.8440 2.0130 3.5901
H 1.7357 -5.8931 0.1832
C 0.8186 4.2899 2.0196
H 5.0409 5.5828 -4.6825
N 0.9715 0.1900 1.2352
C 3.6838 5.7841 -2.9835
C -3.1708 0.4436 4.2879
H 4.6419 5.4182 -1.1785
H 0.8201 -6.4047 1.6118
H -0.7479 0.3663 0.0365
C 1.9921 3.6107 2.7070
N 4.8899 5.6625 -2.1421
H 0.7848 2.7579 -3.2131
*
```

As for the calculated total energy: -2065.001631 hartree. The value obtained for the energy relative to the best compared isomer or geometry (same formula, charge and spin) is 26.7 kcal per mole. The max |F| comes out at 1.987 eV Å⁻¹. The structure (SMILES) is COC[C@H](C)N.COC[C@H](C)N.COC[C@H](C)N.COC[C@H](C)N.COC[C@H](C)N.CCO.CCO.CCO.CCO. The calculation puts the LUMO energy at 0.4 eV. As for the HOMO-LUMO gap: 0.3192 Eh.

***

> Look up the calculated total energy of the second one.

-2065.001631 hartree